## 1
Entry from the OMol25 dataset: a cluster of 6 separate species, C24H66N6O6 in total (the ωB97M-V functional and the def2-TZVPD basis).

Results
**Frontier orbital gap**: 9.6 eV
**E_LUMO**: 0.5 eV

Last column: Mulliken charge in e.
Positions of all 102 atoms, in Å:
C (-5.1568, -6.6008, 1.0568)  -1.341
C (-4.1004, -6.6844, 2.1491)  0.533
C (-3.9552, -5.3620, 2.8570)  -0.903
O (-3.3001, -4.4661, 1.9873)  -0.128
C (-3.4436, -3.1116, 2.3534)  -0.067
N (-4.3602, -7.7574, 3.1194)  -0.732
H (-5.3696, -7.5865, 0.6333)  0.406
H (-4.8535, -5.9467, 0.2402)  0.272
H (-6.1095, -6.2693, 1.4847)  0.291
H (-3.1455, -6.8694, 1.6490)  0.227
H (-3.3297, -5.5073, 3.7526)  0.263
H (-4.9234, -4.9933, 3.2255)  0.383
H (-4.4116, -2.9553, 2.8384)  0.350
H (-3.2891, -2.4175, 1.5325)  -0.396
H (-2.6751, -2.8544, 3.1028)  0.256
H (-4.3408, -8.6428, 2.6255)  0.292
H (-5.3204, -7.6561, 3.4398)  0.269
C (4.3973, 3.4389, 5.3838)  -1.396
C (4.1090, 4.0322, 4.0093)  0.706
C (3.0457, 3.2601, 3.2749)  -0.895
O (2.9851, 3.7956, 1.9473)  -0.333
C (2.1950, 3.0129, 1.0953)  -0.739
N (3.7501, 5.4521, 4.1101)  -0.788
H (4.5195, 2.3551, 5.3114)  0.354
H (3.5252, 3.5871, 6.0260)  0.351
H (5.2783, 3.8926, 5.8287)  0.353
H (5.0234, 3.8992, 3.4061)  0.218
H (2.0606, 3.4472, 3.7220)  0.361
H (3.3289, 2.2076, 3.1947)  0.387
H (1.1419, 2.9881, 1.3959)  0.375
H (2.5964, 1.9885, 1.0513)  0.240
H (2.2943, 3.4275, 0.0920)  0.240
H (4.5894, 6.0122, 4.1756)  0.250
H (3.2718, 5.7149, 3.2565)  0.279
C (7.8257, 7.0815, -2.9922)  -1.478
C (6.8225, 6.1424, -3.6068)  0.747
C (5.8282, 5.5746, -2.6214)  -0.843
O (5.2559, 4.4195, -3.1526)  -0.384
C (4.2382, 3.8991, -2.3164)  -0.732
N (6.0608, 6.8163, -4.6838)  -0.818
H (8.2671, 6.5766, -2.1241)  0.356
H (7.3778, 7.9985, -2.6039)  0.317
H (8.6383, 7.3384, -3.6678)  0.370
H (7.3831, 5.3304, -4.0895)  0.249
H (5.0786, 6.3629, -2.4300)  0.374
H (6.3130, 5.4280, -1.6423)  0.370
H (3.4288, 4.6370, -2.2354)  0.395
H (4.6435, 3.7264, -1.3133)  0.357
H (3.8382, 2.9923, -2.7591)  0.222
H (6.6006, 6.8474, -5.5453)  0.238
H (5.3067, 6.1901, -4.9653)  0.274
C (-1.5594, -1.5711, -3.9044)  -1.638
C (-0.3328, -2.3061, -3.4457)  2.403
C (-0.6604, -3.7532, -3.1134)  -0.991
O (-1.5785, -3.8265, -2.0461)  -0.299
C (-1.0714, -4.5043, -0.9186)  -0.598
N (0.6950, -2.2044, -4.4884)  -0.740
H (-1.3700, -0.5088, -4.0795)  0.348
H (-2.3638, -1.6163, -3.1654)  0.242
H (-1.9611, -1.9560, -4.8469)  0.406
H (0.0601, -1.8062, -2.5604)  -1.049
H (0.2983, -4.2060, -2.8047)  0.394
H (-0.9298, -4.3256, -4.0092)  0.305
H (-1.8571, -4.5043, -0.1621)  0.094
H (-0.1903, -3.9626, -0.5456)  0.257
H (-0.7744, -5.5449, -1.0867)  0.370
H (1.5655, -2.5987, -4.1494)  0.284
H (0.4283, -2.7006, -5.3307)  0.259
C (-6.4979, -1.4037, 0.5957)  -1.475
C (-5.7504, -0.4013, 1.4443)  0.451
C (-4.5250, 0.1281, 0.7334)  -0.162
O (-4.8793, 0.9120, -0.3692)  -0.459
C (-3.7616, 1.1427, -1.2299)  -0.343
N (-6.6665, 0.7336, 1.7716)  -0.727
H (-7.2393, -1.9940, 1.1321)  0.338
H (-5.8444, -2.1010, 0.0563)  0.301
H (-7.0219, -0.9031, -0.2257)  0.331
H (-5.4128, -0.8798, 2.3637)  0.384
H (-3.8700, -0.7126, 0.4663)  -0.154
H (-3.9054, 0.7354, 1.4162)  0.283
H (-3.0127, 1.7357, -0.6852)  0.289
H (-4.1385, 1.8007, -2.0082)  0.354
H (-3.3338, 0.1967, -1.5517)  -0.102
H (-6.5319, 1.4136, 1.0285)  0.335
H (-6.3235, 1.1712, 2.6202)  0.298
C (0.3729, -1.8415, 2.0114)  -1.431
C (0.0327, -0.9000, 0.8712)  0.555
C (1.1501, -0.8243, -0.1580)  -0.804
O (0.7319, 0.0341, -1.1885)  -0.205
C (1.8067, 0.4783, -1.9877)  -0.725
N (-1.2887, -1.2341, 0.2921)  0.108
H (0.8983, -1.3159, 2.8074)  0.419
H (1.0302, -2.6406, 1.6458)  0.379
H (-0.4909, -2.3600, 2.4225)  0.157
H (-0.0519, 0.1307, 1.2319)  0.319
H (1.4898, -1.7851, -0.5774)  0.208
H (2.0237, -0.4047, 0.3723)  0.593
H (1.4310, 0.8506, -2.9400)  0.312
H (2.5343, -0.3138, -2.1860)  0.391
H (2.2981, 1.3262, -1.4933)  0.016
H (-1.2634, -2.2261, 0.0472)  -0.236
H (-1.3222, -0.8446, -0.6517)  0.004

=====

## 2
Entry from the OMol25 dataset: a cluster of 6 separate species, C24H66N6O6 in total (the ωB97M-V functional and the def2-TZVPD basis).

Results
**Frontier orbital gap**: 9.0 eV
**E_LUMO**: 0.4 eV

Last column: Mulliken charge in e.
Positions of all 102 atoms, in Å:
C (4.9132, 0.6396, 2.2060)  -1.443
C (3.8830, 1.7720, 2.4758)  0.999
C (2.8700, 1.3282, 3.5652)  -0.741
O (1.7650, 2.1773, 3.6066)  -0.337
C (0.7868, 1.7226, 4.5172)  -0.678
N (4.5999, 3.0023, 2.8440)  -0.803
H (4.3843, -0.2883, 1.9884)  0.211
H (5.4505, 0.4246, 3.1297)  0.388
H (5.6733, 0.8337, 1.4493)  0.360
H (3.3494, 2.0197, 1.5581)  0.013
H (3.2969, 1.3295, 4.5681)  0.603
H (2.4612, 0.3354, 3.3773)  0.157
H (1.2412, 1.4275, 5.4630)  0.351
H (0.2291, 0.8916, 4.0855)  0.216
H (0.1382, 2.5652, 4.7569)  0.237
H (4.9042, 3.4355, 1.9839)  0.296
H (3.9276, 3.6406, 3.2448)  0.281
C (-2.5306, -4.3143, 2.0232)  -1.623
C (-2.3587, -2.8793, 1.4951)  2.229
C (-3.3744, -2.4209, 0.4979)  -0.533
O (-3.5045, -3.3386, -0.5879)  -0.504
C (-2.4436, -3.1612, -1.6350)  -0.448
N (-2.2961, -2.0820, 2.6768)  -0.670
H (-2.4576, -5.0841, 1.2550)  0.260
H (-3.5071, -4.4046, 2.4989)  0.496
H (-1.7169, -4.4821, 2.7289)  0.342
H (-1.3857, -2.8885, 1.0041)  -1.048
H (-3.2709, -1.4628, -0.0115)  0.163
H (-4.3400, -2.5891, 0.9749)  0.399
H (-1.4852, -3.6214, -1.3945)  0.121
H (-2.4121, -2.1555, -2.0540)  0.122
H (-2.8505, -3.7580, -2.4512)  0.428
H (-3.1363, -2.0340, 3.2353)  0.361
H (-2.2505, -1.1268, 2.3518)  0.144
C (2.0118, -5.2641, 0.0193)  -1.782
C (1.5452, -3.9461, 0.6959)  1.919
C (2.2078, -3.6156, 2.0347)  -0.723
O (2.2179, -4.5828, 3.0522)  -0.434
C (0.9595, -5.0294, 3.4391)  -0.608
N (1.8401, -2.8571, -0.3074)  -0.832
H (2.0405, -6.0111, 0.8126)  0.403
H (2.9773, -5.2365, -0.4858)  0.425
H (1.3359, -5.6932, -0.7204)  0.388
H (0.4556, -3.9279, 0.6736)  -0.772
H (1.8091, -2.6672, 2.3949)  0.239
H (3.2690, -3.3946, 1.9208)  0.285
H (1.0496, -5.7560, 4.2465)  0.314
H (0.4978, -5.5947, 2.6295)  0.221
H (0.4102, -4.1386, 3.7440)  0.270
H (1.5251, -3.2027, -1.2026)  0.323
H (1.1417, -2.1555, -0.1072)  0.221
C (-1.5796, 0.0583, -4.8945)  -1.710
C (-0.4887, -0.1361, -3.7951)  0.422
C (0.9669, 0.2862, -4.2075)  -0.735
O (1.3012, -0.5742, -5.2424)  -0.332
C (2.3090, -0.1411, -6.0702)  -0.827
N (-0.9826, 0.5100, -2.6016)  -0.082
H (-1.7201, 1.1031, -5.1712)  0.280
H (-2.4666, -0.4264, -4.4865)  0.453
H (-1.3070, -0.4596, -5.8141)  0.414
H (-0.5931, -1.1869, -3.5248)  0.161
H (1.6349, 0.0179, -3.3891)  0.462
H (0.9153, 1.3293, -4.5195)  0.416
H (2.1532, 0.8151, -6.5698)  0.303
H (2.6518, -0.8993, -6.7743)  0.275
H (3.1987, -0.0626, -5.4454)  0.336
H (-1.9726, 0.5644, -2.7944)  0.316
H (-0.6001, 1.4441, -2.5655)  -0.488
C (0.8773, 4.9585, -1.9841)  -1.579
C (-0.5007, 4.2142, -1.8628)  2.294
C (-1.7218, 5.0859, -1.6023)  -1.016
O (-2.8081, 4.3263, -1.2002)  -0.279
C (-3.7908, 5.0069, -0.4112)  -0.871
N (-0.6014, 3.4927, -3.1097)  -0.616
H (1.7133, 4.2944, -2.2036)  0.380
H (0.9482, 5.4894, -1.0347)  0.410
H (0.9717, 5.7499, -2.7276)  0.364
H (-0.5148, 3.4403, -1.0954)  -1.321
H (-1.9112, 5.6399, -2.5217)  0.307
H (-1.3904, 5.7333, -0.7904)  0.451
H (-4.6259, 4.3250, -0.2510)  0.228
H (-4.0143, 5.8911, -1.0082)  0.405
H (-3.4347, 5.3442, 0.5622)  0.324
H (-0.6948, 4.2123, -3.8123)  0.369
H (-1.5228, 3.0869, -3.1908)  0.181
C (1.0886, 1.1744, 0.0993)  -1.094
C (0.0565, 0.3633, 0.9262)  1.433
C (-1.1434, 1.2514, 1.2701)  -0.765
O (-2.2823, 0.5461, 1.6404)  -0.274
C (-3.3709, 1.3244, 1.9910)  -0.908
N (-0.2779, -0.6934, 0.0596)  0.847
H (2.0359, 0.6353, 0.0890)  0.424
H (1.3137, 2.1751, 0.4684)  0.382
H (0.7946, 1.3990, -0.9259)  -0.320
H (0.5184, -0.1739, 1.7546)  -0.209
H (-1.4310, 1.9993, 0.5311)  0.020
H (-0.9616, 1.9239, 2.1084)  0.418
H (-3.5970, 2.0668, 1.2257)  0.199
H (-3.1409, 1.8273, 2.9302)  0.333
H (-4.2645, 0.7186, 2.1414)  0.332
H (-0.4534, -0.3417, -0.8708)  0.211
H (-1.1311, -1.1104, 0.4035)  -0.932

=====

Here are the energies relative to the best structure, in kJ/mol: 1 0.0; 2 205.4.